Version A
A cluster of 2 separate species, C9H16N3O in total. Source: OMol25; level of theory: ωB97M-V/def2-TZVPD.

Element x y z (Å)
1 C -0.4847 3.1561 1.5269
2 C -1.1297 2.8689 -0.7420
3 N -1.0727 2.1368 -1.8657
4 N -0.3233 2.5581 0.2556
5 N -2.0344 3.9497 -0.7150
6 H -0.3492 1.4630 -2.0030
7 H -1.6609 2.3483 -2.6554
8 H 0.3471 1.7652 0.0862
9 H -1.6727 4.7686 -1.1997
10 H -2.6406 4.0648 0.0589
11 H -1.4739 3.3744 2.0004
12 H 0.1453 4.0720 1.6413
13 H 0.0708 2.5344 2.2604
14 C 0.2781 -4.6987 0.8171
15 C 1.1096 -0.7429 -0.3545
16 C 2.0085 -1.7276 -0.6744
17 C -0.1431 -0.9687 0.2976
18 C 1.7513 -3.0271 -0.2297
19 C -0.4092 -2.2892 0.6428
20 C 0.5350 -3.2793 0.4078
21 O 1.2097 0.5458 -0.8193
22 H 1.9939 0.7631 -1.3491
23 H 2.9803 -1.5590 -1.1452
24 H -0.9778 -0.2360 0.1910
25 H 2.4373 -3.8434 -0.1713
26 H -1.4305 -2.5721 0.8934
27 H 0.8867 -5.4349 0.1965
28 H -0.7763 -5.0476 0.8528
29 H 0.8256 -4.9427 1.7956

Output
Total charge: +1
Orbital gap (eV): 8.5


Version B
A cluster of 2 separate species, C9H16N3O in total. Source: OMol25; level of theory: ωB97M-V/def2-TZVPD.

Element x y z (Å)
1 C 1.9581 0.2155 1.8695
2 C 0.4237 0.1515 1.9033
3 C -0.1184 -1.1473 2.0113
4 C -0.4062 1.1990 1.5511
5 C -1.4724 -1.3250 1.7535
6 C -1.7625 1.0045 1.2965
7 C -2.2233 -0.3013 1.1720
8 O -3.3651 -0.3053 0.4228
9 H 2.3782 -0.3764 1.0888
10 H 2.4355 0.3582 2.8650
11 H 0.4685 -1.9049 2.5085
12 H 0.1409 2.1460 1.4194
13 H -1.7769 -2.3397 2.0591
14 H -2.4823 1.7683 1.0083
15 H -3.7948 -1.2039 0.3301
16 H 2.2753 1.1476 1.2852
17 C 0.2677 1.8084 -1.8940
18 C 0.7755 -0.6415 -1.8144
19 N 0.8101 0.5844 -1.3054
20 N 0.6725 -0.7419 -3.1822
21 N 0.7295 -1.7022 -1.0268
22 H 1.1046 0.6714 -0.3390
23 H 0.3440 0.0849 -3.6961
24 H 0.5761 -1.6248 -3.6311
25 H 0.6742 -1.6710 0.0175
26 H 0.9667 -2.6288 -1.3693
27 H 0.5443 2.0999 -2.9147
28 H 0.7250 2.7179 -1.4530
29 H -0.8687 1.9566 -1.9357

Output
Total charge: +1
Orbital gap (eV): 9.0


Version C
A cluster of 2 separate species, C9H16N3O in total. Source: OMol25; level of theory: ωB97M-V/def2-TZVPD.

Element x y z (Å)
1 C 2.3362 1.5732 1.1366
2 C 1.8086 -0.8349 1.5561
3 N 2.3294 0.1264 0.8356
4 N 1.3174 -0.6207 2.7823
5 N 1.6403 -2.0572 1.0541
6 H 2.4951 -0.0808 -0.1374
7 H 1.4172 0.3018 3.1402
8 H 0.6633 -1.2565 3.2038
9 H 2.0697 -2.4060 0.2103
10 H 1.3763 -2.8387 1.6117
11 H 1.3111 1.9214 0.9871
12 H 3.0249 2.0754 0.4668
13 H 2.6982 1.7184 2.1479
14 C 0.1864 1.4326 -3.1770
15 C -0.5325 -0.5808 -1.8069
16 C -0.5865 0.7987 -2.0501
17 C -1.2250 -1.1344 -0.7421
18 C -1.3658 1.5914 -1.1981
19 C -2.0806 -0.3367 -0.0206
20 C -2.1575 1.0291 -0.2052
21 O -2.7552 -0.9581 1.0359
22 H 0.0482 -1.1957 -2.4887
23 H -1.0276 -2.1597 -0.4677
24 H 0.1378 2.5227 -3.0643
25 H -0.3290 1.3222 -4.1324
26 H -1.3551 2.6360 -1.4801
27 H -2.8834 1.6688 0.2813
28 H -3.5090 -0.3821 1.2150
29 H 1.1737 1.0138 -3.3229

Output
Total charge: +1
Orbital gap (eV): 8.5


Result of the stability comparison: version C is the most stable of them.


Version A
A structure of composition BaH18O9. Source: OMol25; level of theory: ωB97M-V/def2-TZVPD.

Element x y z (Å)
1 Ba 0.0241 0.0851 0.1272
2 O 1.2953 1.9429 1.5231
3 H 1.6711 1.3263 2.1515
4 H 1.1275 2.7344 2.0345
5 O -2.5190 -0.9326 -0.1004
6 H -3.3872 -0.5335 -0.1575
7 H -2.6373 -1.8156 -0.4504
8 O 1.6952 1.7449 -1.3711
9 H 1.9918 1.9565 -2.2563
10 H 2.4363 1.9714 -0.8092
11 O -1.0134 0.0894 2.7543
12 H -1.8329 -0.2979 3.0619
13 H -1.1270 1.0301 2.8895
14 O -1.8646 2.1384 0.6641
15 H -2.2613 2.7124 0.0088
16 H -2.6076 1.7731 1.1444
17 O 0.6575 -1.7596 -1.9759
18 H 1.4119 -2.2698 -2.2703
19 H -0.0822 -2.1212 -2.4641
20 O -1.0398 0.4131 -2.4040
21 H -1.1340 1.2481 -2.8623
22 H -1.5531 -0.2053 -2.9239
23 O 0.3729 -2.5631 1.2001
24 H 0.2393 -3.4236 0.8029
25 H 0.7322 -2.7521 2.0670
26 O 2.7651 -0.7665 -0.0195
27 H 3.4873 -1.0861 0.5214
28 H 3.1521 -0.6391 -0.8857

Output
Total charge: +2
Orbital gap (eV): 12.3


Version B
A structure of composition BaH18O9. Source: OMol25; level of theory: ωB97M-V/def2-TZVPD.

Element x y z (Å)
1 Ba 22.6374 -11.9120 12.2649
2 O 23.0251 -10.3876 14.5491
3 H 23.4188 -9.5291 14.7046
4 H 22.3855 -10.4896 15.2539
5 O 22.9618 -14.7835 12.8065
6 H 22.9510 -15.3485 13.5791
7 H 22.4663 -15.2691 12.1470
8 O 23.2256 -12.9215 9.7344
9 H 22.7230 -13.6556 9.3812
10 H 23.2540 -12.2846 9.0204
11 O 24.9071 -12.9086 13.8590
12 H 24.7799 -13.4668 14.6261
13 H 25.8570 -12.8182 13.7829
14 O 20.6423 -12.3154 14.0792
15 H 20.2674 -11.8573 14.8315
16 H 20.2839 -13.2012 14.1346
17 O 22.8330 -9.9425 10.0323
18 H 22.4739 -9.8811 9.1472
19 H 23.7190 -10.2830 9.9087
20 O 24.9833 -11.0200 10.8541
21 H 25.4533 -10.6062 11.5781
22 H 25.6544 -11.1737 10.1890
23 O 20.4273 -13.0962 11.3104
24 H 20.1486 -13.6938 10.6165
25 H 19.6161 -12.8495 11.7548
26 O 20.4792 -10.1260 11.9284
27 H 20.0102 -10.0603 11.0965
28 H 20.3603 -9.2696 12.3392

Output
Total charge: +2
Orbital gap (eV): 12.1


Result of the stability comparison: version A is the most stable of them.


Version A
An isolated molecule of C4H4N2O2. Source: OMol25; level of theory: ωB97M-V/def2-TZVPD.

Element x y z (Å)
1 C 1.4855 0.1002 -2.2415
2 N 0.2475 0.0896 -1.7604
3 N 0.2107 0.1257 -0.3808
4 C -0.1939 -0.8315 0.3112
5 C -0.8826 -0.4691 1.5767
6 O -1.1695 -1.3864 2.3871
7 C -1.0707 0.9994 1.7280
8 O -1.3836 1.5749 2.7583
9 H 2.4528 0.4008 -1.5640
10 H 1.6389 -0.1737 -3.2161
11 H -0.5794 -1.8497 -0.1620
12 H -0.7558 1.4198 0.5636

Output
SMILES string: C=N/N=C/C(=O)C=O
Orbital gap (eV): 7.8


Version B
A structure of composition C4H4N2O2. Source: OMol25; level of theory: ωB97M-V/def2-TZVPD.

Element x y z (Å)
1 C 1.6288 -0.6407 0.5673
2 C 0.1276 -0.4990 0.1473
3 C -1.8323 -0.7111 -0.1517
4 C -0.4856 0.8348 0.1691
5 H 1.5703 1.0615 -1.0790
6 H 1.2980 0.3856 1.5773
7 H 2.1413 -1.8662 0.9410
8 H -2.8762 -1.2576 -0.2855
9 N -0.5619 -1.4887 -0.1969
10 N -1.8695 0.5147 0.0154
11 O 2.2363 -0.0180 -0.5934
12 O 0.0455 1.8419 0.0589

Output
Orbital gap (eV): 8.5


Result of the stability comparison: version A is the most stable of them.


Version A
An isolated molecule of C4H4N2O2. Source: OMol25; level of theory: ωB97M-V/def2-TZVPD.

Element x y z (Å)
1 C -2.5749 -0.8469 -0.0907
2 C -2.0911 0.4062 0.0959
3 N -0.5933 0.4950 -0.0165
4 N 0.2858 1.4902 -0.0078
5 C 1.4923 1.0274 -0.0359
6 C 1.4173 -0.3814 -0.1498
7 O 2.3232 -1.2074 -0.0344
8 O 0.0155 -0.7620 0.3002
9 H -1.9377 -1.7528 -0.3257
10 H -3.7872 -0.8750 -0.4813
11 H -2.5714 1.3318 0.0737
12 H 2.2776 1.9232 -0.1402

Output
SMILES string: C=Cn1ncc(=O)o1
Orbital gap (eV): 8.6


Version B
An isolated molecule of C4H4N2O2. Source: OMol25; level of theory: ωB97M-V/def2-TZVPD.

Element x y z (Å)
1 C -1.1455 -0.2949 -0.1861
2 C 0.8571 0.5759 -0.0714
3 C 1.4879 -1.1915 0.0568
4 C 0.1160 -0.6649 -0.0924
5 H -2.8316 -0.4047 0.1128
6 H 2.9169 0.5049 0.4886
7 H 1.6277 -1.4804 1.0109
8 H 2.0100 -2.0152 -0.5343
9 N 0.0892 1.6394 0.0863
10 N 2.0783 0.0703 -0.0982
11 O -2.1963 -1.0679 0.0929
12 O -1.1521 1.1779 0.0027

Output
Orbital gap (eV): 9.2


Result of the stability comparison: version A is the most stable of them.